1.
{"formula": "C29H39CdIOS5Si2Te2", "method": "ωB97M-V with the def2-TZVPD basis set", "spin_multiplicity": 1, "molar_mass_g_mol": 1114.65, "charge": -2, "homo_lumo_gap_ha": 0.2039, "de_lowest_kj_mol": 31.46, "lumo_energy_ev": 3.8, "e_tot_ev": -129940.281, "symbols": ["I", "Te", "Te", "Cd", "S", "S", "S", "S", "S", "Si", "Si", "O", "C", "C", "C", "C", "C", "C", "C", "C", "C", "C", "C", "C", "C", "C", "C", "C", "C", "C", "C", "C", "C", "C", "C", "C", "C", "C", "C", "C", "C", "H", "H", "H", "H", "H", "H", "H", "H", "H", "H", "H", "H", "H", "H", "H", "H", "H", "H", "H", "H", "H", "H", "H", "H", "H", "H", "H", "H", "H", "H", "H", "H", "H", "H", "H", "H", "H", "H", "H"], "positions_angstrom": [[2.852, 0.462, -2.218], [2.023, -1.028, 1.775], [-3.486, -1.153, -1.667], [0.114, -0.097, -0.426], [-1.695, -1.787, 0.533], [0.314, -2.571, -1.460], [-0.696, 3.301, 4.170], [0.338, 1.700, 1.909], [-1.731, -4.504, -0.612], [3.291, -4.151, 1.827], [4.605, 1.298, 2.101], [-1.752, 3.123, 1.762], [1.895, 1.362, -4.896], [-7.044, -0.283, 0.509], [-6.025, -0.247, -0.431], [-6.339, -0.279, -1.794], [-0.417, 1.429, -1.923], [-2.338, 2.789, -2.582], [1.427, 1.238, -3.616], [3.506, -2.447, 1.025], [3.626, 2.754, 1.375], [0.151, 1.681, -3.201], [-4.590, -0.220, -0.042], [1.668, -4.939, 1.230], [5.818, 1.965, 3.439], [-5.209, -0.262, -2.751], [-0.772, 2.741, 2.612], [-1.650, 1.996, -1.654], [-7.668, -0.359, -2.184], [-2.690, 4.074, 2.201], [-1.822, 2.980, -3.833], [5.707, 0.519, 0.742], [4.847, -5.192, 1.390], [-0.579, 2.421, -4.189], [-0.072, 2.573, -5.496], [-8.681, -0.405, -1.238], [-8.370, -0.367, 0.110], [1.115, 2.008, -5.864], [3.476, 0.056, 2.990], [-1.032, -3.006, -0.518], [3.262, -4.006, 3.739], [-4.240, 0.808, 0.077], [1.488, 2.085, -6.878], [6.301, -0.308, 1.122], [4.942, -5.318, 0.316], [4.225, -3.705, 4.139], [-3.298, 3.221, -2.321], [4.265, 3.516, 0.939], [-6.796, -0.275, 1.562], [4.486, -2.014, 1.194], [-2.198, 4.855, 2.790], [3.346, -2.525, -0.047], [2.532, -3.256, 4.032], [2.848, 0.602, 3.688], [-2.363, 3.556, -4.575], [6.396, 1.254, 0.334], [1.517, -4.771, 0.167], [2.948, 2.405, 0.602], [4.034, -0.689, 3.552], [6.413, 1.165, 3.870], [-9.156, -0.420, 0.855], [4.795, -6.178, 1.842], [-3.463, 3.611, 2.825], [1.605, -6.011, 1.399], [0.825, -4.472, 1.735], [3.011, 3.224, 2.136], [-4.402, -0.756, 0.887], [-4.936, 0.763, -3.003], [-3.142, 4.503, 1.307], [-5.458, -0.763, -3.684], [-2.101, 1.851, -0.676], [-7.919, -0.396, -3.238], [2.984, -4.946, 4.208], [5.279, 2.447, 4.248], [-9.716, -0.478, -1.552], [2.869, 0.974, -5.162], [6.501, 2.694, 3.014], [5.753, -4.709, 1.745], [-0.657, 3.142, -6.209], [5.104, 0.149, -0.082]], "forces_ev_per_a": [[-0.370, 0.157, -0.388], [0.667, -0.298, 0.220], [-0.943, 0.329, -0.205], [-0.421, -0.101, -0.191], [0.362, 0.330, 0.525], [0.759, 0.451, -0.214], [-0.002, 0.230, 0.630], [0.396, -0.484, -0.275], [-0.172, -0.461, 0.039], [-0.009, -0.182, 0.208], [0.243, 0.338, 0.069], [0.102, -0.133, -0.140], [0.154, -0.224, 0.262], [-0.085, -0.044, 0.010], [-0.194, -0.044, -0.001], [-0.211, -0.056, 0.112], [-0.155, 0.065, 0.315], [-0.040, 0.095, -0.256], [0.859, -0.315, 0.101], [-0.541, -0.264, 0.378], [0.324, -0.622, 0.267], [-0.349, 0.120, 0.019], [0.467, -0.026, -0.104], [0.721, 0.332, 0.154], [-0.452, -0.248, -0.494], [0.505, 0.020, -0.182], [-0.207, 0.040, -0.221], [0.435, 0.024, 0.128], [-0.137, 0.021, -0.009], [-0.314, 0.466, 0.235], [-0.265, 0.117, 0.052], [-0.526, 0.157, 0.466], [-0.672, 0.328, 0.077], [0.144, -0.151, 0.238], [0.079, -0.032, -0.263], [-0.176, -0.007, -0.003], [-0.088, 0.024, 0.120], [-0.185, 0.268, -0.102], [-0.012, 0.212, -0.773], [-0.135, -0.296, 0.210], [-0.006, 0.091, -0.718], [0.100, 0.004, -0.023], [-0.035, 0.059, -0.025], [0.083, -0.184, 0.119], [-0.010, -0.046, -0.261], [0.260, 0.070, 0.041], [-0.033, 0.023, 0.020], [0.290, 0.056, -0.079], [0.034, 0.008, 0.070], [0.185, 0.112, 0.089], [-0.146, -0.084, -0.108], [-0.066, 0.019, -0.176], [-0.149, 0.084, 0.051], [-0.118, 0.137, 0.117], [-0.028, 0.018, -0.049], [0.064, 0.228, -0.008], [-0.026, 0.090, -0.200], [-0.152, -0.074, -0.150], [0.088, -0.162, 0.036], [0.107, -0.217, 0.058], [-0.009, 0.014, -0.012], [-0.030, -0.243, 0.099], [0.101, 0.022, -0.036], [0.100, -0.170, 0.163], [-0.139, 0.097, 0.060], [-0.141, 0.027, 0.190], [0.063, -0.018, -0.095], [0.105, 0.130, 0.013], [-0.002, -0.111, -0.048], [0.035, -0.175, -0.065], [0.013, -0.039, -0.039], [0.056, -0.009, -0.018], [-0.058, -0.213, 0.009], [-0.171, 0.107, 0.155], [-0.013, -0.011, -0.023], [-0.004, 0.021, 0.041], [0.135, 0.168, -0.133], [0.137, 0.164, 0.117], [-0.055, -0.023, -0.064], [-0.119, -0.107, -0.130]]}


2.
{"formula": "C29H39F2NO3", "method": "ωB97M-V with the def2-TZVPD basis set", "spin_multiplicity": 1, "molar_mass_g_mol": 487.63, "charge": 0, "homo_lumo_gap_ha": 0.3513, "lumo_energy_ev": 0.7, "e_tot_ev": -43772.586, "symbols": ["F", "F", "O", "O", "O", "N", "C", "C", "C", "C", "C", "C", "C", "C", "C", "C", "C", "C", "C", "C", "C", "C", "C", "C", "C", "C", "C", "C", "C", "C", "C", "C", "C", "C", "C", "H", "H", "H", "H", "H", "H", "H", "H", "H", "H", "H", "H", "H", "H", "H", "H", "H", "H", "H", "H", "H", "H", "H", "H", "H", "H", "H", "H", "H", "H", "H", "H", "H", "H", "H", "H", "H", "H", "H"], "positions_angstrom": [[0.620, -1.372, -1.743], [1.155, 2.888, -2.863], [1.167, 1.780, -0.194], [-0.662, 2.379, -3.990], [-1.368, -0.538, 0.136], [-0.544, 1.943, 1.323], [2.594, -0.267, -0.094], [0.493, 0.482, -3.091], [4.007, -0.244, -0.668], [4.612, -1.407, -1.141], [-1.510, 3.020, 1.580], [0.271, 1.969, -3.339], [-5.479, -2.034, -0.775], [-4.768, -0.954, -1.260], [-0.166, 1.806, 4.614], [-1.242, -1.383, 2.362], [-1.902, 2.945, 3.074], [-5.046, -3.333, -0.895], [5.884, -1.293, -1.689], [-0.274, 1.733, -0.103], [1.664, 0.654, -0.924], [-0.659, -2.544, 3.184], [-3.118, -2.486, -1.996], [-3.826, -3.564, -1.517], [-3.557, -1.173, -1.890], [6.520, -0.081, -1.758], [0.415, 0.004, -1.610], [-0.824, 0.398, -0.743], [4.682, 0.966, -0.716], [5.943, 1.068, -1.260], [-2.098, 0.917, -1.489], [3.914, -2.758, -1.070], [-2.688, -0.089, -2.505], [-0.681, 3.132, 4.019], [-0.447, -1.098, 1.069], [6.343, -2.199, -2.081], [0.374, -2.340, 3.493], [0.344, 2.234, 1.720], [2.291, 1.156, -1.671], [7.506, -0.009, -2.213], [-1.953, -0.575, -3.150], [-5.620, -4.184, -0.536], [2.606, 0.131, 0.934], [0.084, 1.064, 3.849], [-2.166, -2.674, -2.498], [-5.157, 0.057, -1.149], [0.368, -0.420, 1.351], [-2.639, 3.726, 3.293], [1.522, 0.266, -3.416], [-1.140, 4.026, 1.311], [-3.340, 0.493, -3.179], [6.407, 2.049, -1.296], [4.131, 1.822, -0.321], [-0.157, -0.063, -3.775], [0.151, 3.585, 3.453], [-0.955, 3.808, 4.835], [2.211, -1.284, 0.001], [-2.845, 1.046, -0.694], [3.430, -2.831, -0.089], [-0.755, -3.483, 2.626], [-2.412, 2.809, 0.987], [3.177, -2.924, -1.861], [4.694, -3.531, -1.055], [-6.449, -1.872, -0.304], [-1.245, -2.639, 4.109], [0.740, 1.955, 5.221], [-1.948, 1.885, -1.968], [-2.308, 1.934, 3.209], [0.011, -2.029, 0.699], [-0.920, 1.417, 5.313], [-1.173, -0.477, 2.982], [-2.305, -1.496, 2.116], [-0.561, 2.669, -0.616], [-3.421, -4.563, -1.669]], "forces_ev_per_a": [[-0.473, 0.113, 0.373], [-0.145, -1.108, -0.023], [-0.564, -1.305, -0.052], [1.623, -0.551, 1.076], [1.577, 0.015, -0.069], [-0.413, 0.217, -0.495], [0.006, 0.301, 0.200], [0.593, 0.681, 0.173], [-0.578, -0.621, 0.385], [-0.397, -0.088, -0.155], [-0.532, -0.586, 0.690], [-2.154, 0.859, -1.540], [-1.332, 0.148, 0.573], [0.213, 0.401, -0.067], [0.006, 0.359, 0.547], [0.641, 0.453, 0.130], [0.688, 0.219, -0.393], [0.553, -0.758, -0.184], [-0.343, -0.793, -0.088], [1.486, 1.015, 1.694], [0.164, 0.550, 0.171], [-0.781, 0.272, 0.013], [0.820, -0.072, -0.470], [-0.158, -0.182, -0.001], [0.669, -0.194, -0.260], [1.300, 0.436, -0.461], [1.201, -0.060, -0.679], [-1.157, 2.314, -0.762], [-0.679, 0.254, 0.277], [-0.485, 0.465, 0.186], [0.107, -1.198, -0.470], [0.731, 0.284, 0.795], [-1.084, 0.408, 0.093], [0.144, -0.490, -0.312], [-0.367, -0.634, 1.283], [0.109, 0.238, 0.034], [-0.111, -0.196, -0.285], [0.004, -0.234, -0.057], [-0.083, -0.605, -0.111], [-0.143, -0.130, 0.080], [0.016, 0.186, 0.259], [-0.075, 0.313, 0.044], [0.045, 0.049, -0.294], [-0.261, 0.117, 0.093], [-0.163, 0.069, 0.133], [0.000, -0.160, -0.016], [-0.213, 0.100, -0.412], [-0.093, -0.347, -0.062], [-0.211, -0.041, 0.189], [0.007, -0.230, -0.004], [0.241, -0.113, 0.081], [0.214, -0.283, -0.096], [0.408, 0.058, -0.116], [-0.170, 0.253, 0.324], [-0.270, 0.188, 0.217], [0.203, -0.052, -0.143], [-0.018, 0.252, -0.252], [0.229, 0.140, -0.133], [-0.131, -0.184, -0.345], [0.319, 0.090, 0.187], [0.203, 0.177, 0.048], [0.161, -0.005, 0.108], [-0.350, -0.008, -0.375], [0.226, 0.122, -0.060], [0.177, -0.112, -0.195], [-0.175, 0.111, -0.202], [0.127, -0.234, 0.044], [-0.240, 0.364, 0.194], [-0.272, 0.186, -0.243], [0.131, -0.215, -0.363], [-0.222, -0.132, -0.225], [0.241, -0.327, -0.015], [-0.547, -0.646, -0.362], [-0.194, 0.115, 0.158]]}


3.
{"formula": "C29H39F4N2O5PS2", "method": "ωB97M-V with the def2-TZVPD basis set", "spin_multiplicity": 1, "molar_mass_g_mol": 666.74, "charge": 0, "homo_lumo_gap_ha": 0.2731, "lumo_energy_ev": -0.6, "e_tot_ev": -85726.460, "symbols": ["S", "S", "P", "F", "F", "F", "F", "O", "O", "O", "O", "O", "N", "N", "C", "C", "C", "C", "C", "C", "C", "C", "C", "C", "C", "C", "C", "C", "C", "C", "C", "C", "C", "C", "C", "C", "C", "C", "C", "C", "C", "C", "C", "H", "H", "H", "H", "H", "H", "H", "H", "H", "H", "H", "H", "H", "H", "H", "H", "H", "H", "H", "H", "H", "H", "H", "H", "H", "H", "H", "H", "H", "H", "H", "H", "H", "H", "H", "H", "H", "H", "H"], "positions_angstrom": [[1.962, -1.716, 2.021], [-0.739, 4.564, -1.373], [4.255, 1.235, 2.216], [-5.655, -1.872, -1.574], [4.823, -6.692, -0.114], [-4.483, -2.255, -3.651], [-6.001, -3.910, -2.831], [-3.868, -3.523, -1.604], [2.484, -6.851, 0.466], [2.838, 4.825, 2.707], [-6.790, 0.200, 1.353], [4.600, -0.122, 3.250], [-1.396, -4.904, -2.781], [-1.108, -1.070, 1.274], [-3.005, -2.485, -1.018], [0.068, -3.537, -4.527], [5.144, 0.995, 0.499], [-0.541, -2.187, 0.427], [1.806, 2.828, 1.371], [-0.695, -4.153, -1.629], [-4.842, 1.726, 1.801], [2.859, 4.127, 1.415], [-0.108, 2.639, -3.479], [1.374, 0.068, 1.665], [-5.316, 0.269, 1.132], [3.698, 3.904, 4.875], [2.397, 1.346, 1.743], [3.511, -6.005, 0.177], [-4.975, -2.924, -2.396], [-2.414, 1.834, 0.495], [-1.448, -2.944, -0.757], [0.865, -4.650, -1.334], [-0.248, 0.173, 1.272], [1.031, -2.702, 0.674], [0.205, 3.003, 0.925], [-1.419, -3.850, -3.903], [1.756, -3.909, -0.164], [3.337, -4.366, 0.139], [-0.410, 4.462, 0.499], [-3.212, 1.812, 1.965], [0.570, 3.636, -2.339], [-0.797, 1.702, 0.902], [4.096, 4.687, 3.451], [0.267, 5.379, 0.799], [-3.464, -2.248, 0.058], [4.537, 5.749, 3.679], [-0.087, -2.856, -5.494], [4.330, 1.043, -0.372], [1.261, 4.401, -2.932], [-2.112, -4.218, -4.790], [1.366, -5.499, -1.970], [4.097, -3.880, -0.615], [3.077, 4.644, 5.536], [-5.201, 2.628, 1.135], [-2.654, 2.841, -0.058], [-3.085, -1.468, -1.638], [-7.192, -0.430, 0.660], [4.742, -0.940, 2.666], [5.791, 0.021, 0.466], [4.908, 4.013, 2.946], [-2.115, -0.876, 1.081], [0.610, -2.822, -3.742], [2.407, 4.893, 0.618], [0.472, 1.624, -3.615], [4.643, 3.448, 5.394], [1.243, 2.952, -1.665], [0.702, -4.505, -4.766], [-1.438, 4.593, 1.047], [-1.866, -2.820, -3.547], [-5.321, 1.815, 2.867], [3.920, 3.842, 1.014], [-0.088, 3.183, -4.519], [-5.056, 0.325, -0.019], [-1.186, 2.382, -3.086], [-0.755, -5.655, -3.139], [-2.887, 2.798, 2.533], [5.784, 1.993, 0.358], [3.623, -3.953, 1.216], [-2.779, 0.959, -0.199], [2.986, 3.022, 4.577], [-4.836, -0.654, 1.681], [-2.850, 0.868, 2.595]], "forces_ev_per_a": [[-1.693, 0.865, -1.914], [0.422, -0.442, 0.348], [0.055, 0.182, 0.467], [1.926, -3.242, -2.841], [-3.622, 2.783, 0.789], [-1.692, -2.099, 4.230], [4.055, 3.551, 1.869], [-2.856, 2.155, -2.595], [7.841, 6.348, -2.181], [2.013, -1.347, -1.516], [1.029, -1.272, -2.032], [-0.381, -0.333, -3.370], [1.837, 3.217, 0.818], [2.443, 0.315, -1.975], [0.640, 1.735, 1.627], [-0.461, 1.365, 0.363], [-0.569, 0.520, -0.925], [1.077, -2.966, -2.382], [-1.591, -2.752, 0.048], [2.272, 0.018, 1.951], [0.512, -0.505, 0.084], [-1.926, 0.284, -1.332], [-0.126, 0.143, 0.393], [-2.107, 2.291, -1.050], [-0.243, 1.435, 0.240], [-0.300, 0.233, -1.044], [-4.815, -0.282, -1.702], [-5.441, -5.737, 1.428], [-0.090, 0.222, -0.121], [0.631, 0.172, 1.406], [3.471, -1.341, 0.274], [-1.332, 3.563, 2.679], [2.980, 3.696, 0.200], [-1.820, -0.776, -2.047], [1.340, -3.016, 1.098], [-0.081, 0.373, -1.801], [-3.774, 0.676, -1.164], [-0.105, 0.248, 0.390], [0.851, -0.812, 0.967], [-0.089, -0.293, -0.442], [1.546, -1.113, -1.113], [2.353, -0.842, -0.020], [0.257, -0.796, 2.096], [-1.222, -2.195, -0.421], [0.974, -0.501, -2.283], [-0.903, -1.988, -0.522], [0.424, -1.724, 1.927], [1.821, -0.483, 1.892], [-1.443, -1.520, 1.569], [1.313, 0.533, 1.958], [-1.295, 1.815, 1.386], [-1.628, -1.138, 1.368], [1.407, -1.496, -1.037], [0.516, -1.942, 1.273], [0.711, -2.008, 1.068], [0.403, -2.337, 1.139], [1.101, 1.439, 1.613], [-0.468, 1.420, 1.333], [-1.142, 1.960, -0.113], [-1.716, 1.393, 0.516], [1.330, -0.123, 0.061], [-0.820, -1.847, -1.716], [1.013, -1.633, 1.658], [-0.956, 2.113, 0.477], [-1.820, 1.129, -0.822], [-1.366, 1.589, -0.965], [-1.361, 2.058, 0.489], [1.867, -0.250, -1.310], [0.843, -2.282, -0.460], [0.798, -0.180, -2.101], [-1.947, 0.383, 1.118], [-0.444, -1.102, 2.071], [-0.529, -0.454, 2.302], [2.002, 0.525, -1.167], [-0.642, 0.944, 0.854], [-0.745, -2.122, -1.053], [-1.080, -2.444, 0.435], [-0.578, -1.075, -2.250], [0.958, 1.563, 1.373], [1.399, 1.645, 0.546], [-0.578, 1.823, -1.124], [-0.640, 2.088, -1.278]]}